Record 1
{
  "formula": "C4H12NO3",
  "method": "ωB97M-V/def2-TZVPD",
  "elements": ["C", "C", "C", "C", "N", "O", "O", "O", "H", "H", "H", "H", "H", "H", "H", "H", "H", "H", "H", "H"],
  "xyz": [[-0.82, 1.50, -0.06], [-0.81, -0.27, 1.61], [-1.41, -0.73, -0.76], [2.62, -0.46, -0.23], [-0.68, 0.07, 0.16], [-2.75, -0.74, -0.49], [3.48, 0.41, -0.74], [3.12, -1.44, 0.51], [-0.72, 1.86, -1.07], [-1.89, 1.82, 0.29], [-0.16, 2.18, 0.39], [-1.67, -0.07, 2.22], [-0.43, -1.20, 1.73], [-0.08, 0.43, 2.09], [-1.26, -0.37, -1.84], [-1.12, -1.73, -0.73], [1.47, -0.54, -0.32], [-3.09, 0.17, -0.50], [3.21, 1.08, -1.34], [4.14, -1.58, 0.52]],
  "mulliken_charge": [-1.13, -1.09, -0.50, 0.41, 0.20, -0.53, -0.36, -0.35, 0.37, 0.32, 0.36, 0.33, 0.38, 0.35, 0.33, 0.37, 0.37, 0.34, 0.39, 0.44],
  "homo_lumo_gap_ev": 6.90,
  "e_homo_ev": -12.55,
  "charge": 1,
  "e_lumo_ev": -5.65
}


Record 2
{
  "formula": "C14H50N4O11",
  "method": "ωB97M-V/def2-TZVPD",
  "elements": ["N", "C", "N", "O", "H", "H", "H", "H", "N", "C", "N", "O", "H", "H", "H", "H", "C", "C", "C", "O", "H", "H", "H", "H", "H", "H", "H", "H", "C", "C", "C", "O", "H", "H", "H", "H", "H", "H", "H", "H", "C", "C", "C", "O", "H", "H", "H", "H", "H", "H", "H", "H", "C", "C", "C", "O", "H", "H", "H", "H", "H", "H", "H", "H", "O", "H", "H", "O", "H", "H", "O", "H", "H", "O", "H", "H", "O", "H", "H"],
  "xyz": [[-4.95, -7.22, -8.92], [-3.94, -6.51, -9.30], [-3.85, -6.33, -10.59], [-3.20, -5.89, -8.52], [-5.05, -7.27, -7.91], [-5.50, -7.84, -9.50], [-4.50, -6.84, -11.17], [-3.07, -5.80, -10.94], [-5.94, -6.92, 0.52], [-5.86, -6.10, 1.51], [-5.09, -5.12, 1.17], [-6.48, -6.11, 2.48], [-5.49, -6.81, -0.38], [-6.49, -7.76, 0.69], [-4.45, -5.35, 0.42], [-5.05, -4.33, 1.79], [9.27, -0.81, 5.61], [7.97, -0.88, 4.78], [7.34, 0.47, 4.50], [8.25, -1.33, 3.53], [9.96, -0.08, 5.21], [9.85, -1.73, 5.69], [8.98, -0.59, 6.64], [7.28, -1.61, 5.21], [6.64, 0.66, 3.69], [8.02, 1.32, 4.44], [6.73, 0.56, 5.40], [8.77, -0.66, 3.09], [5.08, 9.39, 1.30], [4.65, 8.44, 0.20], [3.51, 7.55, 0.72], [4.26, 9.28, -0.89], [5.93, 9.88, 0.83], [5.40, 8.86, 2.20], [4.29, 10.07, 1.62], [5.52, 7.88, -0.12], [3.74, 6.91, 1.57], [3.24, 6.91, -0.12], [2.62, 8.15, 0.93], [4.82, 10.06, -0.91], [-8.06, 3.81, 1.35], [-7.48, 4.92, 0.43], [-7.10, 4.41, -0.95], [-8.53, 5.94, 0.49], [-8.76, 3.18, 0.79], [-8.46, 4.32, 2.22], [-7.25, 3.10, 1.55], [-6.64, 5.42, 0.90], [-6.21, 3.78, -0.90], [-6.86, 5.21, -1.64], [-7.97, 3.88, -1.33], [-9.28, 5.57, 0.01], [-0.42, 0.87, -0.34], [-0.99, -0.42, -1.05], [-0.82, -0.56, -2.57], [-0.47, -1.52, -0.42], [0.66, 1.00, -0.23], [-0.87, 1.20, 0.59], [-0.80, 1.57, -1.08], [-2.04, -0.64, -0.89], [-1.38, -1.42, -2.93], [0.23, -0.73, -2.83], [-1.26, 0.22, -3.19], [0.47, -1.35, -0.35], [1.09, 2.27, 5.46], [0.67, 1.41, 5.42], [1.33, 2.37, 6.38], [4.07, -3.48, 1.49], [4.85, -2.96, 1.67], [3.87, -3.91, 2.32], [-0.50, -1.84, 4.88], [0.00, -2.56, 5.28], [-0.44, -2.01, 3.94], [4.35, -5.65, -2.55], [3.64, -6.07, -3.03], [4.00, -5.53, -1.66], [0.12, -7.14, -4.46], [0.24, -6.33, -3.96], [-0.20, -6.85, -5.31]],
  "mulliken_charge": [-0.38, 0.66, -0.39, -0.69, 0.23, 0.19, 0.16, 0.22, -0.40, 0.63, -0.40, -0.57, 0.16, 0.21, 0.17, 0.20, -1.21, 0.37, -1.24, -0.56, 0.31, 0.33, 0.33, 0.30, 0.35, 0.33, 0.33, 0.35, -1.36, 0.58, -1.24, -0.55, 0.41, 0.35, 0.32, 0.17, 0.36, 0.31, 0.33, 0.31, -1.16, 0.30, -1.20, -0.55, 0.34, 0.32, 0.35, 0.31, 0.33, 0.31, 0.31, 0.33, -1.07, 0.36, -1.19, -0.54, 0.34, 0.31, 0.28, 0.19, 0.33, 0.28, 0.35, 0.35, -0.65, 0.33, 0.32, -0.64, 0.33, 0.31, -0.63, 0.32, 0.32, -0.64, 0.32, 0.31, -0.64, 0.32, 0.33],
  "homo_lumo_gap_ev": 10.03,
  "e_homo_ev": -9.87,
  "smiles": "NC(N)=O.NC(N)=O.CC(C)O.CC(C)O.CC(C)O.CC(C)O.O.O.O.O.O",
  "e_lumo_ev": 0.15
}


Record 3
{
  "formula": "C6H13O5Y",
  "method": "ωB97M-V/def2-TZVPD",
  "elements": ["O", "C", "C", "O", "C", "C", "O", "Y", "H", "H", "H", "H", "H", "H", "H", "H", "O", "C", "O", "C", "H", "H", "H", "H", "H"],
  "xyz": [[1.79, 0.88, -1.40], [0.54, 0.52, -1.09], [0.38, -0.82, -0.45], [1.28, -1.73, -1.12], [1.74, -2.88, -0.41], [3.03, -3.32, -1.09], [3.90, -2.25, -1.29], [3.10, -0.53, -1.70], [-0.27, 0.88, -1.74], [-0.65, -1.18, -0.51], [0.69, -0.81, 0.62], [0.97, -3.67, -0.42], [1.94, -2.59, 0.63], [2.77, -3.81, -2.06], [3.48, -4.11, -0.46], [-1.35, 2.15, -0.05], [-1.67, 4.01, 1.02], [-3.15, 1.83, 2.09], [-3.32, 2.38, 0.80], [-2.18, 2.96, 0.25], [-3.98, 1.14, 2.27], [-2.20, 1.27, 2.15], [-3.16, 2.60, 2.87], [-2.51, 3.41, -0.69], [-1.19, 3.67, 1.78]],
  "mulliken_spin": [0.08, 0.79, -0.02, 0.02, 0.02, 0.00, 0.00, 0.05, 0.00, 0.01, 0.05, 0.00, 0.00, 0.00, 0.00, 0.02, 0.00, 0.00, 0.00, -0.01, 0.00, 0.00, 0.00, 0.00, 0.00],
  "homo_lumo_gap_ev": [6.28, 7.06],
  "multiplicity": 2,
  "e_homo_ev": [-11.35, -12.27],
  "charge": 1,
  "e_lumo_ev": [-5.07, -5.21]
}


Record 4
{
  "formula": "C5H6O",
  "method": "ωB97M-V/def2-TZVPD",
  "elements": ["C", "C", "C", "C", "C", "O", "H", "H", "H", "H", "H", "H"],
  "xyz": [[0.04, -2.58, 0.19], [0.44, -1.35, 0.33], [0.68, -0.12, 0.03], [-0.42, 0.87, 0.29], [-0.22, 2.15, -0.46], [0.71, 2.35, -1.21], [0.09, -2.66, -0.89], [-0.10, -3.32, 0.97], [1.62, 0.20, -0.40], [-1.41, 0.45, 0.05], [-0.45, 1.09, 1.36], [-0.98, 2.93, -0.27]],
  "mulliken_charge": [-0.69, -0.04, -0.27, -0.41, 0.03, -0.47, 0.25, 0.27, 0.40, 0.33, 0.26, 0.34],
  "homo_lumo_gap_ev": 10.11,
  "e_homo_ev": -9.22,
  "smiles": "C=C=CCC=O",
  "e_lumo_ev": 0.89
}